# 1
Below is 3 unconnected molecules or ions with the total composition C22H39B2N3O6 in a non-equilibrium geometry, with properties calculated with wB97M-V/def2-TZVPD.

Properties
Gap between HOMO and LUMO, eV: 6.198
E_HOMO, eV: -8.05
Calculated total energy, hartree: -1527.04739
SMILES: NB(O)c1cc(OB(O)O)cc2c1C(=O)C=CC2=O.CCN(CC)CC.CCN(CC)CC

Geometry (Å):
N  4.087  2.841  -1.681
B  4.109  1.415  -1.156
O  5.376  0.751  -1.082
C  2.667  0.771  -0.764
C  1.531  0.879  -1.846
C  0.089  0.325  -1.540
O  -0.991  0.436  -2.477
B  -1.567  1.765  -2.233
O  -1.066  2.953  -2.909
O  -2.694  1.861  -1.307
C  -0.160  -0.346  -0.166
C  0.990  -0.450  0.896
C  2.441  0.091  0.611
C  3.511  -0.115  1.759
O  4.755  -0.208  1.625
C  2.944  -0.279  3.262
C  1.616  -0.756  3.520
C  0.630  -1.124  2.296
O  -0.365  -1.872  2.455
H  4.042  2.710  -2.718
H  3.153  3.252  -1.466
H  5.275  -0.211  -0.908
H  1.706  1.353  -2.875
H  -0.413  3.368  -2.294
H  -2.277  2.047  -0.432
H  -1.208  -0.742  0.099
H  3.605  -0.059  4.160
H  1.213  -0.910  4.573
C  -2.884  3.891  -7.533
C  -4.354  4.216  -7.288
N  -5.094  3.137  -6.641
C  -6.541  3.335  -6.667
C  -7.109  4.526  -5.897
C  -4.552  2.652  -5.376
C  -4.383  3.660  -4.241
H  -2.774  2.966  -8.104
H  -2.419  4.697  -8.107
H  -2.326  3.795  -6.598
H  -4.803  4.412  -8.267
H  -4.419  5.152  -6.720
H  -7.037  2.422  -6.316
H  -6.850  3.434  -7.714
H  -7.106  4.350  -4.820
H  -8.150  4.689  -6.188
H  -6.567  5.453  -6.101
H  -3.574  2.199  -5.575
H  -5.163  1.816  -5.017
H  -3.941  4.601  -4.576
H  -3.718  3.245  -3.477
H  -5.332  3.876  -3.749
C  3.454  -4.151  3.840
C  3.326  -5.133  4.999
N  3.810  -4.606  6.271
C  3.949  -5.630  7.304
C  2.679  -6.328  7.788
C  3.219  -3.349  6.714
C  1.702  -3.300  6.895
H  4.484  -3.799  3.733
H  3.170  -4.643  2.906
H  2.799  -3.286  3.964
H  3.919  -6.015  4.735
H  2.283  -5.465  5.066
H  4.466  -5.202  8.170
H  4.632  -6.400  6.926
H  2.089  -5.685  8.441
H  2.946  -7.213  8.372
H  2.047  -6.665  6.963
H  3.499  -2.568  5.998
H  3.695  -3.034  7.649
H  1.165  -3.772  6.069
H  1.371  -2.257  6.942
H  1.391  -3.772  7.827

# 2
Below is 6 unconnected molecules or ions with the total composition C22H39BNO8 in a non-equilibrium geometry, with properties calculated with wB97M-V/def2-TZVPD.

Properties
Gap between HOMO and LUMO, eV: 7.379
E_HOMO, eV: -11.25
Calculated total energy, hartree: -1543.06388
Charge: +1

Geometry (Å):
C  -2.199  1.384  -3.497
B  -0.993  0.415  -3.339
O  -0.331  -0.203  -4.346
C  -0.467  0.115  -1.850
C  0.584  0.855  -1.354
C  1.036  0.656  -0.057
C  2.178  1.518  0.414
O  3.055  1.818  -0.347
O  2.114  1.866  1.708
C  0.439  -0.306  0.749
C  -0.594  -1.031  0.223
N  -1.012  -0.810  -1.035
H  -3.112  0.818  -3.297
H  -2.162  2.162  -2.733
H  -2.256  1.861  -4.471
H  -0.145  0.367  -5.100
H  1.056  1.592  -1.987
H  1.809  2.790  1.786
H  0.752  -0.511  1.763
H  -1.115  -1.787  0.789
H  -1.787  -1.363  -1.372
C  6.709  -0.904  -2.467
C  5.712  -1.521  -1.517
O  5.350  -2.668  -1.627
C  5.182  -0.630  -0.418
H  7.010  -1.642  -3.207
H  6.264  -0.046  -2.973
H  7.589  -0.564  -1.919
H  4.668  0.229  -0.849
H  5.999  -0.277  0.212
H  4.479  -1.199  0.190
C  -0.859  5.706  1.658
C  0.095  4.962  0.767
O  1.068  4.390  1.215
C  -0.201  4.963  -0.709
H  -0.532  5.632  2.692
H  -0.898  6.757  1.368
H  -1.861  5.285  1.565
H  -0.216  5.986  -1.087
H  -1.179  4.514  -0.891
H  0.567  4.400  -1.238
C  -1.604  -4.200  4.533
C  -2.183  -3.768  3.212
O  -2.184  -2.603  2.875
C  -2.760  -4.851  2.336
H  -1.223  -3.332  5.066
H  -2.371  -4.687  5.137
H  -0.791  -4.909  4.370
H  -3.570  -5.362  2.858
H  -1.991  -5.586  2.092
H  -3.148  -4.416  1.417
C  -5.986  -0.621  -5.138
C  -6.149  0.282  -3.939
O  -5.536  1.321  -3.839
C  -7.119  -0.171  -2.876
H  -5.268  -0.185  -5.830
H  -5.634  -1.605  -4.824
H  -6.943  -0.745  -5.646
H  -6.811  -1.138  -2.473
H  -8.117  -0.278  -3.301
H  -7.149  0.561  -2.073
C  3.714  -2.196  4.317
C  2.895  -0.966  4.018
O  1.777  -1.055  3.555
C  3.529  0.362  4.332
H  3.150  -3.087  4.053
H  4.642  -2.174  3.745
H  3.964  -2.228  5.379
H  4.449  0.481  3.758
H  3.775  0.410  5.393
H  2.845  1.167  4.081

# 3
Below is a molecular structure, C22H39BrClF3N6O3Si2, with properties calculated with wB97M-V/def2-TZVPD.

Properties
Gap between HOMO and LUMO, eV: 9.982
E_HOMO, eV: -9.67
Calculated total energy, hartree: -5328.92910

Geometry (Å):
C  2.696  2.536  1.914
C  3.661  2.117  0.810
O  3.135  1.054  0.021
C  2.298  1.493  -1.024
C  1.531  0.289  -1.592
Si  -0.268  0.664  -1.951
O  -0.526  0.942  -3.561
O  -1.210  -0.628  -1.491
Si  -1.924  -0.762  -0.003
Br  -0.570  0.174  1.553
C  -3.574  0.129  -0.036
C  -3.770  1.180  1.072
C  -5.045  1.959  0.878
F  -5.235  2.869  1.861
F  -6.145  1.183  0.847
F  -5.035  2.661  -0.286
C  -1.972  -2.571  0.424
C  -0.538  -3.157  0.363
C  -0.011  -3.691  1.705
Cl  -0.454  -4.431  -0.914
H  1.755  2.882  1.480
H  3.132  3.371  2.469
H  2.483  1.703  2.585
H  4.607  1.772  1.223
H  3.854  2.978  0.159
H  2.895  1.958  -1.820
H  1.597  2.260  -0.662
H  1.602  -0.533  -0.877
H  1.987  -0.043  -2.529
H  -0.700  1.898  -1.268
H  -0.241  0.218  -4.126
H  -4.384  -0.602  -0.019
H  -3.621  0.620  -1.015
H  -2.959  1.908  1.081
H  -3.829  0.685  2.043
H  -2.640  -3.085  -0.264
H  -2.336  -2.656  1.450
H  0.158  -2.397  0.007
H  -0.763  -3.622  2.491
H  0.278  -4.736  1.607
H  0.863  -3.117  2.013
C  6.185  6.166  2.077
C  6.311  4.811  1.555
N  6.411  3.743  1.144
H  5.217  6.581  1.800
H  6.270  6.152  3.162
H  6.973  6.794  1.666
C  8.531  0.915  -0.083
C  9.897  0.683  0.372
N  10.973  0.501  0.731
H  7.906  0.059  0.167
H  8.118  1.803  0.396
H  8.519  1.059  -1.161
C  2.285  -2.189  5.190
C  2.405  -3.469  4.503
N  2.501  -4.468  3.944
H  1.343  -1.714  4.922
H  2.313  -2.342  6.267
H  3.107  -1.537  4.901
C  -3.527  -1.916  -4.279
C  -4.094  -2.152  -2.960
N  -4.513  -2.339  -1.906
H  -3.550  -0.849  -4.488
H  -2.500  -2.278  -4.304
H  -4.115  -2.435  -5.033
C  -6.282  3.040  -3.315
C  -5.727  1.836  -3.919
N  -5.290  0.886  -4.394
H  -7.238  3.278  -3.777
H  -6.426  2.880  -2.249
H  -5.596  3.873  -3.461
C  -4.672  -5.547  -1.150
C  -4.274  -5.345  0.237
N  -3.941  -5.174  1.323
H  -4.888  -6.600  -1.324
H  -5.556  -4.951  -1.368
H  -3.863  -5.232  -1.806

# 4
Below is 6 unconnected molecules or ions with the total composition C22H39F2NO8S5 in a non-equilibrium geometry, with properties calculated with wB97M-V/def2-TZVPD.

Properties
Gap between HOMO and LUMO, eV: 8.351
E_HOMO, eV: -8.41
Calculated total energy, hartree: -3708.90265

Geometry (Å):
C  -1.424  -0.758  -0.779
C  -1.055  -2.138  -1.288
F  -0.828  -2.979  -0.227
N  -2.076  -2.772  -2.148
C  -2.716  -3.924  -1.568
O  -2.316  -5.039  -1.541
C  -4.075  -3.409  -1.110
C  -4.977  -3.922  -0.202
C  -6.153  -3.189  0.004
C  -6.411  -2.021  -0.704
C  -5.495  -1.512  -1.635
C  -5.772  -0.239  -2.424
C  -6.127  0.916  -1.514
O  -6.856  1.801  -1.780
F  -5.527  0.868  -0.313
C  -4.319  -2.219  -1.805
C  -3.105  -1.945  -2.678
O  -3.040  -1.256  -3.647
H  -0.757  -0.564  0.061
H  -2.445  -0.672  -0.400
H  -1.178  0.002  -1.514
H  -0.117  -2.052  -1.835
H  -4.753  -4.831  0.337
H  -6.883  -3.530  0.724
H  -7.336  -1.477  -0.554
H  -6.641  -0.448  -3.048
H  -4.948  0.000  -3.093
C  2.955  -0.278  0.432
S  2.602  0.686  -1.041
O  1.110  0.692  -1.197
C  3.249  -0.503  -2.219
H  2.590  0.271  1.299
H  2.453  -1.243  0.372
H  4.032  -0.419  0.522
H  2.732  -1.456  -2.107
H  4.316  -0.633  -2.046
H  3.089  -0.109  -3.221
C  2.392  5.150  -2.093
S  3.801  4.325  -2.834
O  4.423  3.495  -1.767
C  4.835  5.782  -3.038
H  1.651  4.390  -1.861
H  2.700  5.653  -1.178
H  1.967  5.867  -2.794
H  4.994  6.256  -2.069
H  4.353  6.475  -3.727
H  5.789  5.461  -3.451
C  3.359  -4.233  1.785
S  3.704  -4.431  0.032
O  2.985  -3.337  -0.677
C  2.733  -5.927  -0.188
H  3.841  -3.317  2.122
H  2.283  -4.158  1.941
H  3.767  -5.083  2.331
H  1.699  -5.739  0.100
H  3.160  -6.726  0.418
H  2.776  -6.204  -1.239
C  0.983  4.682  2.843
S  1.322  4.610  1.079
O  0.540  5.702  0.436
C  0.437  3.076  0.773
H  1.417  5.599  3.237
H  -0.095  4.688  3.014
H  1.442  3.823  3.334
H  -0.606  3.184  1.075
H  0.912  2.266  1.327
H  0.489  2.853  -0.290
C  -0.432  0.717  3.475
S  1.290  0.811  3.989
O  1.931  -0.477  3.615
C  0.960  0.751  5.755
H  -0.459  0.697  2.388
H  -0.881  -0.194  3.870
H  -0.967  1.595  3.838
H  0.414  -0.161  5.994
H  0.383  1.629  6.046
H  1.915  0.754  6.276

Among the records above, which one has the lowest calculated total energy? C22H39BrClF3N6O3Si2